No. 1
{
  "formula": "C36H99N9O9",
  "method": "wB97M-V/def2-TZVPD",
  "elements": ["C", "C", "C", "O", "C", "N", "H", "H", "H", "H", "H", "H", "H", "H", "H", "H", "H", "C", "C", "C", "O", "C", "N", "H", "H", "H", "H", "H", "H", "H", "H", "H", "H", "H", "C", "C", "C", "O", "C", "N", "H", "H", "H", "H", "H", "H", "H", "H", "H", "H", "H", "C", "C", "C", "O", "C", "N", "H", "H", "H", "H", "H", "H", "H", "H", "H", "H", "H", "C", "C", "C", "O", "C", "N", "H", "H", "H", "H", "H", "H", "H", "H", "H", "H", "H", "C", "C", "C", "O", "C", "N", "H", "H", "H", "H", "H", "H", "H", "H", "H", "H", "H", "C", "C", "C", "O", "C", "N", "H", "H", "H", "H", "H", "H", "H", "H", "H", "H", "H", "C", "C", "C", "O", "C", "N", "H", "H", "H", "H", "H", "H", "H", "H", "H", "H", "H", "C", "C", "C", "O", "C", "N", "H", "H", "H", "H", "H", "H", "H", "H", "H", "H", "H"],
  "xyz": [[-5.506, 7.080, 6.082], [-4.281, 7.875, 5.605], [-3.114, 7.010, 4.865], [-3.772, 6.373, 3.769], [-2.886, 5.845, 2.816], [-4.730, 8.893, 4.696], [-6.340, 7.746, 6.300], [-5.192, 6.450, 6.915], [-5.826, 6.510, 5.209], [-3.724, 8.388, 6.389], [-2.650, 6.277, 5.525], [-2.233, 7.582, 4.574], [-2.457, 4.920, 3.202], [-2.106, 6.472, 2.385], [-3.608, 5.678, 2.016], [-4.757, 8.466, 3.781], [-5.650, 9.297, 4.799], [1.948, -3.815, -3.905], [2.002, -2.378, -4.394], [3.430, -1.785, -4.261], [3.835, -1.692, -2.873], [5.242, -1.570, -2.701], [1.767, -2.355, -5.872], [0.991, -4.330, -3.992], [2.155, -3.740, -2.837], [2.744, -4.411, -4.352], [1.195, -1.823, -3.915], [3.516, -0.756, -4.611], [4.082, -2.477, -4.795], [5.634, -0.614, -3.047], [5.897, -2.356, -3.077], [5.396, -1.770, -1.640], [1.819, -3.282, -6.269], [0.801, -2.062, -5.897], [2.981, 3.674, -1.191], [3.328, 5.134, -0.994], [4.076, 5.458, 0.358], [3.197, 5.154, 1.430], [3.552, 5.893, 2.668], [4.181, 5.576, -2.093], [3.785, 3.084, -0.750], [2.954, 3.267, -2.202], [2.106, 3.401, -0.602], [2.340, 5.590, -1.070], [4.509, 6.457, 0.402], [4.890, 4.757, 0.543], [4.590, 5.802, 2.988], [2.983, 5.547, 3.531], [3.114, 6.891, 2.649], [5.151, 5.300, -2.139], [3.746, 5.336, -2.972], [3.010, -3.398, 4.567], [2.956, -2.527, 3.318], [3.142, -1.084, 3.461], [1.776, -0.582, 3.722], [1.679, 0.854, 3.804], [4.093, -3.027, 2.564], [3.972, -3.198, 5.038], [2.843, -4.473, 4.502], [2.345, -3.004, 5.336], [2.084, -2.769, 2.711], [3.378, -0.738, 2.454], [3.875, -0.905, 4.248], [1.873, 1.355, 2.856], [2.405, 1.250, 4.513], [0.678, 1.109, 4.151], [4.210, -2.522, 1.698], [3.769, -3.958, 2.345], [-3.284, -2.999, -3.110], [-2.023, -3.784, -3.385], [-2.097, -5.307, -3.022], [-0.784, -5.931, -3.176], [-0.764, -7.303, -2.869], [-1.751, -3.642, -4.800], [-4.157, -3.519, -3.503], [-3.251, -2.045, -3.635], [-3.503, -2.737, -2.074], [-1.300, -3.255, -2.764], [-2.864, -5.793, -3.624], [-2.207, -5.521, -1.959], [-1.442, -7.503, -2.039], [0.249, -7.598, -2.596], [-1.060, -7.917, -3.719], [-1.080, -4.384, -4.940], [-1.340, -2.730, -4.938], [1.865, -4.819, 0.157], [1.941, -6.273, 0.283], [2.665, -6.701, 1.586], [3.909, -6.139, 1.643], [4.798, -6.710, 0.663], [0.522, -6.598, 0.356], [1.528, -4.374, 1.092], [1.273, -4.296, -0.594], [2.851, -4.415, -0.074], [2.276, -6.691, -0.667], [2.745, -7.784, 1.678], [2.076, -6.353, 2.435], [4.628, -6.046, -0.184], [4.575, -7.755, 0.449], [5.845, -6.642, 0.958], [-0.035, -6.172, -0.371], [0.286, -7.573, 0.246], [0.477, -1.177, -0.531], [-0.246, 0.122, -0.572], [0.132, 1.192, 0.351], [-0.201, 2.528, 0.089], [-0.008, 3.367, 1.221], [-0.196, 0.663, -1.928], [1.444, -1.077, -1.025], [-0.106, -1.777, -1.229], [0.532, -1.705, 0.421], [-1.247, -0.162, -0.244], [1.220, 1.204, 0.411], [-0.121, 0.908, 1.372], [-0.610, 2.988, 2.046], [-0.305, 4.381, 0.954], [1.034, 3.425, 1.536], [-0.762, 1.491, -2.045], [0.724, 0.951, -2.229], [-3.863, 4.741, -4.385], [-3.770, 6.239, -3.986], [-2.781, 6.379, -2.785], [-3.203, 5.484, -1.736], [-2.192, 5.097, -0.840], [-3.356, 6.959, -5.176], [-4.336, 4.134, -3.612], [-2.863, 4.343, -4.560], [-4.546, 4.634, -5.227], [-4.756, 6.629, -3.734], [-2.942, 7.362, -2.341], [-1.736, 6.202, -3.040], [-1.336, 4.608, -1.306], [-2.595, 4.388, -0.117], [-1.880, 5.970, -0.267], [-3.513, 7.949, -5.052], [-4.000, 6.632, -5.881], [-1.634, -3.044, 1.874], [-2.619, -4.141, 2.314], [-3.349, -4.782, 1.083], [-4.071, -3.753, 0.293], [-5.306, -3.303, 0.899], [-1.860, -5.106, 3.053], [-0.787, -3.496, 1.359], [-1.090, -2.505, 2.649], [-2.222, -2.332, 1.293], [-3.309, -3.687, 3.025], [-3.987, -5.600, 1.419], [-2.576, -5.090, 0.379], [-5.948, -2.608, 0.358], [-5.004, -2.670, 1.733], [-5.927, -4.073, 1.358], [-1.701, -4.695, 3.961], [-0.986, -5.231, 2.563]],
  "spin_multiplicity": 2,
  "total_charge": 1,
  "homo_ev": [-9.985, -9.985],
  "orbital_gap_ha": [0.2648, 0.0572],
  "e_lumo_ev": [-2.78, -8.43],
  "relative_energy_kcal_mol": 62.7
}

---

No. 2
{
  "formula": "C37H102N6O15",
  "method": "wB97M-V/def2-TZVPD",
  "elements": ["C", "O", "C", "C", "C", "N", "H", "H", "H", "H", "H", "H", "H", "H", "H", "H", "H", "C", "O", "C", "C", "C", "N", "H", "H", "H", "H", "H", "H", "H", "H", "H", "H", "H", "C", "O", "C", "C", "N", "C", "C", "O", "C", "H", "H", "H", "H", "H", "H", "H", "H", "H", "H", "H", "H", "H", "H", "H", "C", "O", "C", "C", "N", "C", "C", "O", "C", "H", "H", "H", "H", "H", "H", "H", "H", "H", "H", "H", "H", "H", "H", "H", "C", "O", "C", "C", "N", "C", "C", "O", "C", "H", "H", "H", "H", "H", "H", "H", "H", "H", "H", "H", "H", "H", "H", "H", "C", "O", "C", "C", "N", "C", "C", "O", "C", "H", "H", "H", "H", "H", "H", "H", "H", "H", "H", "H", "H", "H", "H", "H", "C", "O", "H", "H", "H", "H", "C", "O", "H", "H", "H", "H", "C", "O", "H", "H", "H", "H", "C", "O", "H", "H", "H", "H", "C", "O", "H", "H", "H", "H"],
  "xyz": [[-2.262, -2.762, 2.045], [-2.222, -1.335, 2.018], [-3.542, -0.741, 1.796], [-3.382, 0.769, 1.570], [-4.729, 1.466, 1.619], [-2.699, 1.051, 0.295], [-1.352, -3.294, 2.324], [-2.287, -3.103, 1.010], [-3.089, -3.170, 2.627], [-4.015, -1.150, 0.903], [-4.212, -1.075, 2.588], [-2.746, 1.226, 2.328], [-4.572, 2.521, 1.391], [-5.256, 1.364, 2.568], [-5.381, 1.055, 0.849], [-3.151, 0.767, -0.562], [-1.852, 0.501, 0.304], [-0.553, -1.264, 4.461], [-0.159, -1.005, 5.832], [-1.278, -0.792, 6.739], [-0.804, -0.939, 8.197], [-0.458, -2.355, 8.573], [-1.707, -0.338, 9.182], [-0.997, -2.251, 4.331], [0.270, -1.330, 3.750], [-1.317, -0.508, 4.280], [-1.882, 0.090, 6.524], [-2.007, -1.601, 6.719], [0.092, -0.329, 8.307], [-1.313, -3.029, 8.517], [-0.063, -2.461, 9.583], [0.330, -2.730, 7.919], [-2.637, -0.730, 9.147], [-1.893, 0.645, 9.041], [4.995, 5.362, 1.165], [3.869, 4.575, 1.459], [3.253, 3.939, 0.344], [2.174, 2.967, 0.790], [1.214, 3.606, 1.735], [0.178, 2.671, 2.243], [-0.636, 3.186, 3.449], [0.261, 3.104, 4.610], [-0.450, 3.630, 5.731], [4.855, 6.181, 0.459], [5.746, 4.709, 0.720], [5.366, 5.911, 2.030], [4.025, 3.374, -0.177], [2.842, 4.640, -0.382], [2.619, 2.094, 1.269], [1.623, 2.611, -0.080], [1.809, 3.975, 2.463], [0.590, 1.713, 2.560], [-0.445, 2.458, 1.375], [-1.528, 2.596, 3.658], [-0.901, 4.235, 3.318], [-0.469, 4.712, 5.603], [0.157, 3.495, 6.627], [-1.374, 3.117, 5.997], [-1.873, -3.264, -4.877], [-1.241, -1.952, -5.020], [-0.218, -1.646, -4.065], [0.072, -0.162, -4.177], [0.935, 0.490, -3.184], [2.368, 0.235, -3.430], [3.306, 0.889, -2.407], [3.244, 2.299, -2.287], [3.535, 2.963, -3.505], [-1.159, -4.088, -4.899], [-2.478, -3.539, -5.740], [-2.527, -3.414, -4.018], [0.665, -2.241, -4.299], [-0.646, -1.821, -3.078], [-0.856, 0.402, -4.084], [0.607, 0.004, -5.113], [0.786, 1.490, -3.185], [2.605, 0.525, -4.454], [2.616, -0.824, -3.360], [4.318, 0.518, -2.566], [3.142, 0.535, -1.389], [2.740, 2.794, -4.231], [4.511, 2.707, -3.917], [3.558, 4.045, -3.369], [-3.924, -6.184, 1.848], [-2.739, -6.499, 1.018], [-1.619, -6.939, 1.833], [-0.582, -7.555, 0.849], [0.474, -6.583, 0.544], [-0.052, -5.362, -0.020], [1.094, -4.605, -0.719], [1.346, -5.216, -1.966], [2.341, -4.488, -2.666], [-3.739, -5.527, 2.699], [-4.402, -7.144, 2.043], [-4.701, -5.656, 1.295], [-2.027, -7.672, 2.529], [-1.092, -6.216, 2.455], [-1.076, -7.975, -0.027], [-0.040, -8.397, 1.280], [1.139, -6.923, -0.136], [-0.614, -4.808, 0.732], [-0.837, -5.500, -0.764], [2.040, -4.449, -0.200], [0.753, -3.606, -0.992], [2.068, -3.435, -2.735], [2.419, -4.864, -3.686], [3.279, -4.624, -2.128], [-0.417, 3.472, -2.331], [0.032, 3.281, -3.712], [-1.005, 3.189, -4.671], [-1.730, 4.534, -4.866], [-0.993, 5.544, -5.579], [-1.623, 6.838, -5.690], [-0.922, 7.442, -6.941], [-1.107, 6.533, -8.030], [-0.406, 7.012, -9.148], [-0.465, 2.459, -1.931], [-1.430, 3.852, -2.199], [0.264, 4.084, -1.740], [-1.691, 2.365, -4.474], [-0.469, 2.900, -5.574], [-2.047, 4.973, -3.920], [-2.594, 4.324, -5.496], [-0.737, 5.280, -6.520], [-1.458, 7.460, -4.810], [-2.677, 6.606, -5.838], [0.131, 7.584, -6.696], [-1.191, 8.496, -7.010], [0.666, 6.904, -8.986], [-0.661, 8.038, -9.416], [-0.742, 6.448, -10.018], [0.924, -0.558, 0.243], [0.023, 0.231, -0.477], [1.927, -0.621, -0.179], [1.092, -0.160, 1.244], [0.491, -1.533, 0.467], [0.317, 0.266, -1.390], [4.537, -2.225, -0.340], [4.437, -2.452, 1.051], [3.531, -2.197, -0.761], [4.983, -1.245, -0.506], [5.051, -2.991, -0.921], [4.073, -1.674, 1.479], [1.338, -4.547, 2.941], [2.247, -5.508, 2.460], [0.309, -4.878, 3.087], [1.663, -4.191, 3.919], [1.315, -3.690, 2.268], [1.707, -5.997, 1.834], [-3.257, -0.312, -2.806], [-4.431, 0.149, -2.102], [-3.318, -1.358, -3.104], [-3.122, 0.264, -3.721], [-2.352, -0.161, -2.218], [-4.966, 0.427, -2.849], [3.264, -0.857, 3.472], [3.928, -0.230, 2.449], [3.001, -1.850, 3.107], [3.799, -0.911, 4.421], [2.409, -0.212, 3.672], [4.185, 0.666, 2.683]],
  "spin_multiplicity": 1,
  "homo_ev": -8.278,
  "orbital_gap_ha": 0.3223,
  "e_lumo_ev": 0.49,
  "relative_energy_kcal_mol": 0.0
}

---

| no. | energy (Eh) |
| --- | --- |
| 1 | -2600.304774 |
| 2 | -2927.649439 |